[1]
One molecule with the formula C4H7NO. Source: the Open Molecules 2025 dataset; level of theory: the ωB97M-V functional and the def2-TZVPD basis.

```
13
C4H7NO (the ωB97M-V functional and the def2-TZVPD basis)
C -1.070 -0.473 1.128
C -0.342 -0.574 -0.207
N -0.925 0.273 -1.172
C 1.120 -0.168 -0.234
C 1.283 1.179 -0.354
O 0.341 1.934 -0.767
H -1.085 0.578 1.432
H -0.571 -1.063 1.901
H -2.107 -0.814 1.028
H -0.310 -1.618 -0.578
H -0.476 0.011 -2.062
H 1.918 -0.883 -0.133
H 2.223 1.617 0.016
```

Output
E: -7794.857 eV
highest occupied orbital energy (alpha / beta): -8.432 / -8.649 eV
Kohn-Sham gap (alpha / beta): 6.97 / 7.90 eV
energy relative to the best compared isomer or geometry (same formula, charge and spin): 110.4 kcal/mol
strongest force on any atom: 0.0166 hartree/bohr
multiplicity: 1

---

[2]
A 3-piece molecular cluster, C4H7NO overall at a distorted geometry. Source: the Open Molecules 2025 dataset; level of theory: the ωB97M-V functional and the def2-TZVPD basis.

```
13
C4H7NO (the ωB97M-V functional and the def2-TZVPD basis)
C -0.434 -1.063 -0.883
C 0.253 0.109 -1.164
C 0.047 0.944 1.339
O -1.174 0.887 1.604
C 1.642 0.299 -0.887
N 2.772 0.514 -0.718
H -1.168 -1.397 -1.617
H 0.057 -1.851 -0.327
H -1.623 -1.053 0.526
H -0.088 0.735 -1.991
H 0.489 1.906 1.089
H 0.700 0.105 1.608
H -1.546 -0.179 1.380
```

Output
E: -7793.689 eV
highest occupied orbital energy (alpha / beta): -8.529 / -8.529 eV
Kohn-Sham gap (alpha / beta): 8.04 / 8.03 eV
energy relative to the best compared isomer or geometry (same formula, charge and spin): 137.3 kcal/mol
strongest force on any atom: 0.0259 hartree/bohr
multiplicity: 1